No. 1
ORCA calculation (ωB97M-V/def2-TZVPD) on C50H52Cl3N6O2RuS2Te as an isolated structure.

XYZ file:
```
117
C50H52Cl3N6O2RuS2Te, DFT ωB97M-V/def2-TZVPD
Ru -0.6438 -1.3051 2.4129
S -0.2559 -2.7993 4.2520
C -1.8440 -3.3626 3.8317
C -2.5838 -4.4175 4.3746
C -3.8244 -4.6807 3.8427
C -4.3213 -3.9100 2.7850
C -3.5422 -2.8823 2.3059
N -2.3406 -2.6162 2.8330
H -2.1731 -5.0004 5.1847
H -4.4176 -5.4917 4.2405
H -5.2883 -4.1068 2.3488
H -3.8636 -2.2434 1.4933
C 7.3377 -1.4165 -3.9806
C 6.1512 -1.3515 -3.0641
C 5.0322 -2.1426 -3.2794
C 3.9309 -2.1047 -2.4303
C 2.7592 -2.9990 -2.7296
C 3.9638 -1.2219 -1.3525
Te 2.1445 -1.0140 -0.2390
N 1.2121 -1.0180 1.8449
C 1.8797 -0.7721 2.9986
O 1.2269 -0.3026 3.9468
C 3.3143 -1.0995 3.2178
C 3.9324 -2.1460 2.5386
C 5.2673 -2.4359 2.7737
C 5.9887 -1.6729 3.6809
C 5.3726 -0.6364 4.3693
C 4.0349 -0.3558 4.1475
C 2.1453 1.0856 -0.2217
C 2.1503 1.7576 0.9967
C 2.1340 3.1414 1.0314
C 2.1200 3.8546 -0.1595
C 2.1229 3.1802 -1.3671
C 2.1326 1.7848 -1.4297
C 2.1957 1.1366 -2.7841
C 5.0914 -0.4493 -1.0723
C 5.1937 0.4377 0.1351
C 6.1672 -0.5227 -1.9490
H 7.0976 -1.9372 -4.9052
H 8.1635 -1.9449 -3.5045
H 7.6921 -0.4179 -4.2315
H 5.0174 -2.8190 -4.1249
H 3.0625 -3.7811 -3.4232
H 1.9337 -2.4469 -3.1883
H 2.3631 -3.4875 -1.8359
H 3.3553 -2.7564 1.8523
H 5.7404 -3.2579 2.2561
H 7.0320 -1.8942 3.8616
H 5.9346 -0.0526 5.0840
H 3.5343 0.4343 4.6876
H 2.1830 1.2044 1.9300
H 2.1476 3.6562 1.9806
H 2.1161 4.9351 -0.1467
H 2.1250 3.7388 -2.2939
H 1.6421 1.7298 -3.5109
H 1.7921 0.1183 -2.7930
H 3.2285 1.0665 -3.1272
H 4.6571 0.0237 0.9906
H 4.7880 1.4306 -0.0630
H 6.2368 0.5557 0.4204
H 7.0468 0.0748 -1.7448
C -2.3899 1.6186 1.8442
C -3.2854 2.7187 2.4642
N -3.0945 2.7842 3.9060
C -3.5467 1.5322 4.4929
C -2.8465 0.3322 3.8138
N -1.7702 0.8084 2.9095
C -0.8822 1.6990 3.6954
C -1.6714 2.9362 4.1806
H -1.5810 2.0638 1.2582
H -2.9579 0.9546 1.1920
H -4.3402 2.5222 2.2634
H -3.0453 3.6938 2.0361
H -4.6291 1.4634 4.3742
H -3.3309 1.5551 5.5620
H -3.5483 -0.2446 3.2094
H -2.3954 -0.3427 4.5453
H -0.0452 1.9729 3.0504
H -0.4739 1.1157 4.5187
H -1.3287 3.8456 3.6857
H -1.5391 3.0763 5.2540
Cl -7.0822 -3.4350 -4.3996
C -5.8910 -2.2388 -4.0210
C -5.1285 -1.6783 -5.0340
C -4.1822 -0.7239 -4.7089
C -3.9701 -0.3127 -3.3951
C -2.8905 0.7140 -3.1137
C -1.5074 0.0737 -2.9558
N -1.4340 -0.7589 -1.7682
C -1.7108 -2.0974 -1.6709
C -1.5703 -2.4185 -0.3530
N -1.2174 -1.2887 0.3459
C -1.1492 -0.3190 -0.5365
O -2.7499 1.6178 -4.1929
C -3.5428 2.7957 -4.0339
C -2.9149 3.7042 -3.0238
C -3.3793 3.9492 -1.7639
Cl -4.8291 3.3447 -1.0640
S -2.3654 4.9898 -0.8597
C -1.2723 5.1140 -2.1733
C -1.6836 4.3938 -3.2472
C -4.7598 -0.8941 -2.4147
Cl -4.5890 -0.4367 -0.7377
C -5.7179 -1.8508 -2.7038
H -5.2804 -1.9848 -6.0573
H -3.5915 -0.2692 -5.4912
H -3.1286 1.2508 -2.1887
H -0.7559 0.8625 -2.8799
H -1.2711 -0.5392 -3.8277
H -1.9795 -2.6834 -2.5270
H -1.6763 -3.3716 0.1305
H -0.8641 0.6959 -0.3340
H -4.5676 2.5358 -3.7529
H -3.5669 3.2681 -5.0159
H -0.4008 5.7354 -2.0854
H -1.1497 4.3545 -4.1814
H -6.3206 -2.2786 -1.9180
```

Orbital gap (spin up / spin down) ... 0.2733 / 0.2551 Eh
Relative energy (zero: lowest compared OMol25 entry of this formula, charge and spin) ... 0.0 kcal/mol
Energy ... -134836.3387 eV
Total charge ... +1
2S+1 ... 5

---

No. 2
ORCA calculation (ωB97M-V/def2-TZVPD) on C50H52Cl5MnN4Te as an isolated structure.

XYZ file:
```
113
C50H52Cl5MnN4Te, DFT ωB97M-V/def2-TZVPD
Mn -0.0883 0.4987 0.3406
C 2.2730 1.8382 -5.1557
C 1.4004 2.9094 -4.5238
C 1.2153 2.8111 -3.0514
C 1.7976 3.5559 -2.0237
C 2.7911 4.6503 -2.1008
C 4.2400 4.1648 -2.0896
C 1.3324 2.9808 -0.7890
N 0.4621 1.9124 -1.0165
C 0.4321 1.7857 -2.4084
C -0.4135 0.8875 -3.0660
C -1.3854 0.1021 -2.4212
C -2.4218 -0.6098 -3.0819
C -2.7937 -0.3885 -4.5126
C -3.4772 0.9610 -4.8300
C -2.9546 -1.5016 -2.1354
C -2.2808 -1.2469 -0.9096
C -2.4337 -2.0080 0.2514
C -2.0178 -1.6151 1.5173
N -1.2520 -0.5011 1.7987
C -1.1614 -0.4232 3.1465
C -0.4351 0.6157 3.8174
C 0.1374 1.7001 3.1569
N 0.2382 1.9464 1.7934
C 1.0790 3.0291 1.6587
C 1.6442 3.4690 0.4816
C 1.3884 3.5815 2.9451
C 0.8057 2.7597 3.8909
C 0.9214 2.8363 5.3719
C -0.3075 3.4296 6.0649
C 2.3320 4.7180 3.1557
C 1.8114 6.1408 2.8660
C -1.9363 -1.5184 3.7542
C -2.4012 -2.2956 2.7085
C -3.2008 -3.5369 2.7960
C -4.7351 -3.3650 2.8167
C -1.9859 -1.7273 5.2213
C -2.5869 -0.5374 5.9992
N -1.3767 -0.2106 -1.0483
C -3.9782 -2.6072 -2.3039
C -5.3403 -2.2136 -1.7582
H 2.3377 2.0400 -6.2284
H 1.8013 0.8645 -4.9983
H 3.2546 1.8089 -4.6844
H 0.3838 2.9810 -5.0055
H 1.8642 3.9004 -4.7029
H 2.5630 5.3452 -1.2574
H 2.6116 5.2468 -3.0149
H 4.4533 3.5242 -1.2276
H 4.8893 5.0391 -2.0591
H 4.4176 3.5871 -2.9885
H -0.3874 0.7959 -4.1419
H -3.4730 -1.2061 -4.8202
H -1.8640 -0.4609 -5.1443
H -4.3679 1.0327 -4.2091
H -3.7774 1.0498 -5.8856
H -2.7706 1.7632 -4.6442
H -2.9397 -2.9687 0.1852
H -0.2635 0.5124 4.8763
H 2.3202 4.3143 0.5060
H 1.8167 3.4621 5.6724
H 1.1503 1.8097 5.7364
H -0.4139 4.4941 5.8237
H -0.1989 3.3609 7.1407
H -1.2044 2.8606 5.8111
H 3.2697 4.5455 2.5711
H 2.6375 4.6745 4.2143
H 1.5790 6.2828 1.8104
H 2.5841 6.8489 3.1046
H 0.9238 6.3408 3.4762
H -2.8616 -4.1243 3.6653
H -2.9648 -4.1502 1.8983
H -5.0686 -3.0838 3.8109
H -5.2390 -4.3089 2.6223
H -5.0758 -2.6222 2.0717
H -0.9945 -1.9609 5.6736
H -2.6303 -2.6154 5.3758
H -1.8432 0.2224 6.2748
H -3.0882 -0.8620 6.8964
H -3.4037 -0.0289 5.4650
H -3.5268 -3.5077 -1.7965
H -4.0618 -2.8794 -3.3577
H -5.3123 -1.8948 -0.7444
H -6.0375 -3.0444 -1.9046
H -5.6857 -1.3627 -2.3613
C 0.6307 -4.0680 -1.2536
Te 1.6911 -2.1448 -1.4085
C 1.2466 -2.5544 -3.6092
C 1.2336 -4.0344 -3.7100
C 1.4677 -4.7279 -4.9006
C 1.4936 -6.1256 -4.9181
C 1.3160 -6.8625 -3.7458
C 1.0643 -6.1594 -2.5384
C 0.9517 -4.7963 -2.5233
H -0.4231 -3.7970 -1.1408
H 0.9916 -4.5527 -0.3564
H 2.0718 -2.0590 -4.1525
H 0.3163 -2.0533 -3.8119
H 1.6605 -4.1795 -5.8434
H 1.6098 -6.6337 -5.8700
H 1.2885 -7.9587 -3.7655
H 1.0635 -6.6665 -1.5645
Cl 1.3191 -2.6852 2.1650
C 2.3489 -1.3372 1.9108
C 2.1993 -0.5447 0.7567
C 3.3653 0.1188 0.3576
Cl 3.5105 0.5528 -1.3343
C 4.4325 0.3617 1.2313
Cl 5.8000 1.2682 0.7026
C 4.3501 -0.1967 2.5495
Cl 5.5621 0.2804 3.6415
C 3.3824 -1.1429 2.8768
Cl 3.3154 -1.9056 4.4224
```

Orbital gap (spin up / spin down) ... 0.1753 / 0.1220 Eh
Energy ... -159878.8505 eV
2S+1 ... 5

---

Ordered maximum force results: 0.6, 2.8; unit eV/Å.